# 1
DFT (wB97M-V/def2-TZVPD) results for a molecular structure, C23H19GeIrS5Se3Te.

Last column: Mulliken charge in e.
Geometry (Å):
Ir -2.670 0.699 -0.868  0.734
Te -3.008 3.483 -3.636  -0.144
Se -1.835 1.304 -3.197  -0.499
Se -3.891 2.759 -0.093  -0.479
Se -2.797 4.451 -1.321  -0.343
Ge 0.487 0.682 0.594  1.990
S -4.891 -0.064 -1.863  -0.257
S -3.950 -4.003 -0.379  -0.086
S -6.437 -5.609 -0.715  -0.360
S -2.177 -1.564 -0.711  -0.252
S -6.234 -2.736 -1.501  -0.150
C 1.609 0.660 3.355  -0.290
C 1.938 -1.158 -2.898  -0.734
C -1.435 -2.314 -2.204  -0.365
C 1.610 2.267 0.311  -0.275
C -5.577 -4.188 -0.855  0.095
C 0.788 0.021 2.429  -0.249
C 3.177 4.531 -0.192  -0.328
C 1.744 0.179 4.653  -0.582
C 2.432 -2.702 -1.125  -0.616
C -3.749 -2.339 -0.834  -0.177
C 1.804 4.576 -0.386  -0.498
C 0.087 -1.114 2.848  -0.282
C -1.352 1.197 0.368  -1.169
C 1.838 -1.837 -0.211  -0.127
C 0.220 -1.604 4.141  -0.685
C 1.052 -0.958 5.047  -0.375
C 1.273 -0.634 -0.628  0.122
C 1.337 -0.304 -1.985  -0.529
C 3.775 3.354 0.244  -0.665
C 2.482 -2.363 -2.470  -0.423
C 2.995 2.232 0.486  -0.123
C 1.024 3.451 -0.136  -0.362
C -4.827 -1.695 -1.365  0.049
H 1.152 -1.334 6.059  0.345
H 1.329 5.482 -0.744  0.425
H 3.475 1.310 0.805  0.401
H 1.808 -2.112 0.839  0.329
H -0.357 -2.224 -2.127  -0.131
H -1.800 -1.782 -3.083  0.192
H 2.384 0.696 5.359  0.363
H -0.588 -1.612 2.156  0.371
H -0.048 3.496 -0.311  0.187
H 4.850 3.310 0.385  0.360
H 1.962 -0.889 -3.947  0.367
H -1.584 1.944 1.136  0.475
H 3.784 5.408 -0.390  0.347
H 2.940 -3.038 -3.184  0.338
H -0.337 -2.483 4.444  0.392
H 0.892 0.623 -2.335  0.448
H 2.856 -3.641 -0.785  0.365
H -1.714 -3.367 -2.244  0.507
H 2.151 1.554 3.063  0.351

Force components x, y, z for each atom (eV/Å):
0.09 0.41 0.20
-0.01 -0.01 -0.02
-0.12 0.03 0.07
0.10 -0.17 -0.21
0.01 0.01 -0.02
-0.12 -0.15 0.17
0.08 -0.21 0.14
0.13 -0.11 0.10
0.02 0.04 0.02
0.27 -0.15 -0.17
-0.14 0.07 -0.03
0.03 -0.03 0.01
0.00 0.01 0.00
-0.15 0.09 -0.08
0.03 0.09 0.02
-0.06 -0.10 -0.07
0.05 -0.03 0.04
0.01 -0.02 0.01
-0.01 0.01 -0.03
-0.01 0.02 0.02
-0.17 0.30 0.00
-0.02 -0.03 0.00
-0.01 -0.01 -0.01
-0.32 -0.54 0.30
-0.05 -0.05 -0.02
0.00 0.01 -0.01
0.00 -0.01 0.00
0.04 0.03 -0.09
0.08 0.00 0.04
-0.01 0.01 -0.01
0.01 0.00 0.00
-0.02 0.03 -0.01
0.00 0.02 0.00
0.17 0.05 -0.03
0.00 0.00 0.00
0.00 0.00 0.00
-0.01 0.01 0.00
-0.01 0.01 -0.03
0.04 0.03 0.01
0.00 -0.04 0.02
-0.01 0.00 -0.01
0.03 0.03 0.03
0.05 -0.01 0.00
0.00 0.00 0.00
0.00 0.00 0.01
0.06 0.38 -0.32
0.00 0.00 0.00
0.00 0.00 0.00
0.01 0.01 0.00
-0.02 0.00 -0.01
-0.01 0.01 0.00
0.00 -0.01 0.01
-0.01 -0.01 0.00

Its HOMO energy is -1.074 eV. As for the lowest unoccupied orbital energy: 4.119 eV. The value obtained for the HOMO-LUMO gap is 5.2 eV. The strongest force on any atom is 0.69 eV Å⁻¹. The total charge is -2.


# 2
DFT (wB97M-V/def2-TZVPD) results for C5H10N2 in the gas phase.

Last column: Mulliken charge in e.
Geometry (Å):
N -0.745 1.072 -0.867  -0.390
N 0.840 -0.103 2.199  -0.565
C -0.515 -1.035 0.306  -0.786
C -0.498 -0.487 1.748  -0.576
C 0.067 -0.054 -0.664  0.471
C 1.285 -0.145 -1.198  -0.812
C -0.910 1.486 -2.045  -0.362
H -1.562 -1.177 0.031  0.316
H -0.835 -1.330 2.365  0.271
H 1.537 -0.409 1.538  0.279
H 1.802 0.696 -1.646  0.340
H 1.841 -1.066 -1.258  0.300
H -1.462 2.402 -2.211  0.267
H -0.509 0.970 -2.924  0.308
H -1.269 0.242 1.946  0.325
H 0.064 -1.953 0.318  0.357
H 0.870 0.890 2.360  0.255

Force components x, y, z for each atom (eV/Å):
0.14 0.46 0.49
-0.87 0.03 0.37
-0.38 0.73 -0.06
0.25 -1.31 0.37
0.12 -0.19 -0.17
0.34 0.11 -0.41
0.08 0.03 -0.22
0.06 -0.53 0.04
0.05 -0.12 -0.02
0.16 0.36 -0.05
-0.42 0.07 -0.29
0.10 -0.24 0.68
-0.18 0.07 0.00
0.05 -0.05 0.10
0.18 0.74 -0.32
-0.12 -0.24 -0.27
0.45 0.09 -0.25

The structure (SMILES) is C=NC(=C)CCN. Its HOMO energy is -8.906 eV. As for the lowest unoccupied orbital energy: 0.939 eV. The value obtained for the HOMO-LUMO gap is 9.8 eV. The strongest force on any atom is 1.38 eV Å⁻¹.


# 3
DFT (wB97M-V/def2-TZVPD) results for a molecular structure, C8H22Br3N4O3P.

Last column: Mulliken charge in e.
Geometry (Å):
Br -18.022 22.906 -9.616  -0.034
Br -16.633 25.611 -10.284  0.000
Br -14.955 22.867 -10.253  -0.042
P -21.216 25.723 -5.393  0.491
O -20.626 27.132 -5.489  -0.881
O -17.091 23.476 -4.877  -0.463
O -15.402 24.242 -5.993  -0.531
N -21.503 25.293 -3.721  0.159
N -15.951 23.941 -4.951  0.809
N -22.726 25.547 -6.235  0.179
N -20.116 24.553 -6.031  0.401
C -20.424 23.147 -5.971  -1.027
C -22.948 26.189 -7.555  -1.028
C -23.555 24.384 -6.044  -1.129
C -22.455 26.291 -3.053  -1.143
C -15.075 24.104 -3.692  -0.779
C -20.413 24.874 -2.836  -0.882
C -16.316 23.920 -9.378  -0.020
C -19.014 24.991 -6.895  -0.750
H -14.565 25.067 -3.714  0.302
H -18.624 25.933 -6.510  0.306
H -20.836 24.227 -2.067  0.358
H -22.446 25.648 -8.357  0.329
H -21.969 27.241 -3.274  0.399
H -15.799 23.983 -2.887  0.320
H -14.415 23.281 -3.416  0.305
H -22.621 27.229 -7.523  0.292
H -23.980 26.207 -7.904  0.358
H -19.512 22.570 -6.122  0.353
H -24.614 24.641 -6.032  0.345
H -21.197 22.897 -6.697  0.273
H -19.309 25.082 -7.941  0.277
H -19.773 25.631 -2.382  0.313
H -18.170 24.323 -6.727  0.102
H -22.561 26.247 -1.969  0.382
H -23.471 26.430 -3.421  0.294
H -20.858 22.771 -5.044  0.341
H -23.352 23.833 -5.126  0.345
H -15.979 24.019 -8.346  0.099
H -19.745 24.283 -3.463  0.198
H -23.451 23.664 -6.856  0.378

Force components x, y, z for each atom (eV/Å):
0.76 0.26 0.62
0.46 -0.20 0.55
0.20 0.22 0.05
1.44 1.48 -0.04
-1.34 -2.67 -0.39
1.71 0.71 0.53
-0.24 0.13 0.07
-1.91 0.59 -0.70
0.40 -1.07 -0.01
0.58 0.57 0.79
-0.87 1.55 1.60
-0.41 -0.43 -0.39
0.73 0.13 0.44
-0.32 -0.68 0.06
1.31 0.85 -0.83
-1.75 -0.25 0.88
-0.04 -0.73 -1.14
-0.78 -0.59 -1.10
0.04 0.20 1.01
-0.23 -0.26 -0.16
-0.40 0.30 -0.26
0.10 0.06 0.12
0.46 -0.01 -0.05
-0.18 0.46 0.35
-0.12 0.83 0.08
0.27 -0.17 -1.34
0.25 -0.16 -0.03
-0.36 -0.18 0.81
-0.07 -0.02 -0.27
-0.11 0.28 0.09
0.21 -0.38 -0.53
0.18 -0.06 -0.03
-0.38 0.57 -0.02
-0.24 -0.35 -0.50
0.52 -0.80 -0.03
0.10 -0.89 -0.61
0.16 0.58 0.51
0.22 0.30 0.11
-0.63 0.21 -0.11
0.12 -0.22 0.17
0.16 -0.16 -0.27

Its HOMO energy is -8.253 eV. As for the lowest unoccupied orbital energy: -0.341 eV. The value obtained for the HOMO-LUMO gap is 7.9 eV. The strongest force on any atom is 3.01 eV Å⁻¹.


# 4
DFT (wB97M-V/def2-TZVPD) results for 2 unconnected molecules or ions with the total composition C6H9N.

Last column: Mulliken charge in e.
Geometry (Å):
N -1.128 -1.290 0.485  0.189
C 1.192 -0.906 1.157  -1.014
C 0.034 -0.495 0.646  0.099
C -2.089 -0.764 -0.282  -0.624
C 0.577 1.977 -0.029  -1.247
C -1.513 0.582 -0.591  -0.553
C -0.302 0.770 -0.032  1.092
H -1.176 -2.232 0.848  0.158
H 0.581 2.446 0.962  0.283
H -2.033 1.309 -1.208  0.427
H 2.057 -0.251 1.170  0.251
H 0.676 -1.853 -1.713  0.023
H -0.035 -1.824 -1.929  -0.020
H 0.221 2.717 -0.750  0.337
H 1.323 -1.913 1.541  0.275
H 1.615 1.729 -0.275  0.324

Force components x, y, z for each atom (eV/Å):
-0.20 -0.15 -0.06
-0.09 0.03 -0.02
0.11 0.02 0.00
0.48 0.14 0.25
0.03 0.04 -0.05
-0.03 0.10 -0.04
-0.09 -0.11 0.00
0.00 0.15 -0.08
0.00 -0.08 -0.13
0.05 -0.10 0.14
-0.15 -0.04 0.03
-0.03 -0.01 -0.09
0.09 -0.03 -0.05
0.03 -0.11 0.09
-0.06 0.15 -0.01
-0.14 0.00 0.01

Its HOMO energy is -8.331 eV. As for the lowest unoccupied orbital energy: -0.287 eV. The value obtained for the HOMO-LUMO gap is 8.0 eV. The strongest force on any atom is 0.56 eV Å⁻¹.


Across the entries above, relative energy (zero: lowest compared OMol25 entry of this formula, charge and spin) takes the values 4.4, 36.1, 30.3, 83.5 kcal per mole, respectively.